18
Properties=species:S:1:pos:R:3:forces:R:3 method="wB97M-V/def2-TZVPD" charge=-1 e_tot_ev=-9453.7831 e_lumo_ev=2.37 orbital_gap_ev=5.55
C 1.5028 -1.0445 -0.1769 0.612 0.761 0.521
O 2.6873 -0.9083 0.4855 -0.044 -0.258 -0.071
C 0.3995 -0.1607 0.4426 -0.802 -1.267 -0.080
C -0.9283 -0.2308 -0.2493 -0.280 0.032 -0.250
C -2.0987 -0.2122 0.4134 2.102 -2.849 -0.158
C -3.2736 0.4524 -0.0123 1.542 3.009 0.888
H 1.1251 -2.0854 -0.1680 -0.102 -0.047 -0.177
H 1.5787 -0.7114 -1.2426 -0.107 -0.260 -0.083
H 0.1807 -0.4805 1.4679 0.488 0.041 0.163
H 0.7468 0.8847 0.4944 -0.086 -0.081 -0.118
H -0.9830 0.0288 -1.3089 0.182 0.382 0.051
H -2.1160 1.6799 0.7428 -3.499 -0.718 -0.940
H -2.1812 -0.7298 1.3718 0.357 0.722 0.290
H -3.3115 0.8080 -1.0370 -0.223 -0.001 0.091
H -4.1802 0.2533 0.5417 -0.174 0.450 -0.086
H 3.4772 0.1223 -0.1190 -0.045 0.086 -0.006
H 3.3548 1.4189 -1.0607 -0.028 -0.018 0.023
O 4.0197 0.9153 -0.5853 0.107 0.016 -0.058

---

18
Properties=species:S:1:pos:R:3:forces:R:3 method="wB97M-V/def2-TZVPD" charge=0 e_tot_ev=-20633.3980 e_lumo_ev="0.30 / 0.30" orbital_gap_ev="7.76 / 7.76"
C -3.7500 0.6186 -0.7543 -4.733 -1.405 -0.017
C -3.8732 -0.7139 -0.3837 -0.055 1.223 -0.649
C -1.8616 0.4280 0.1985 2.409 -1.707 1.739
C 1.0931 2.2616 0.5286 2.653 -0.734 -0.046
C 1.8852 -1.9518 -0.3259 -0.639 0.021 -1.409
N -2.6425 1.2002 -0.3998 0.970 3.620 -0.727
N -0.1075 1.8131 0.3669 -0.463 3.182 0.380
N -0.5992 0.6838 0.6508 0.320 -2.412 0.563
S -2.4455 -1.1899 0.4512 -0.211 0.094 -0.395
H -4.6461 1.2711 -1.0303 1.442 -1.210 -0.230
H -4.7035 -1.3524 -0.6127 -0.086 -0.208 0.219
H 1.3491 3.2336 0.1286 -0.534 0.117 0.305
H 2.0997 -1.2807 0.5002 -0.342 0.239 0.016
H 1.9830 1.6397 0.8356 -1.585 0.325 -0.342
H 0.7990 -2.2891 -0.3056 1.465 0.282 0.304
H 1.9639 -1.3517 -1.3338 0.376 -1.403 1.916
H 2.6001 -2.8142 -0.1737 -0.876 0.871 -0.824
H -0.7517 2.6259 0.2310 -0.110 -0.896 -0.802

---

30
Properties=species:S:1:pos:R:3:forces:R:3 method="wB97M-V/def2-TZVPD" charge=+2 e_tot_ev=-97222.8800 e_lumo_ev=-11.81 orbital_gap_ev=4.15
I -1.0538 2.3586 -0.7791 -0.137 -0.831 0.164
I 1.4439 -2.0217 -0.9585 -0.787 0.298 0.203
Lu -0.1446 -0.0898 0.7449 -0.034 -0.015 -0.221
P -1.7642 -0.9039 -1.6878 -1.569 -0.767 -2.310
C -1.3238 -0.5521 -3.4304 0.683 0.360 0.518
C -2.0723 -2.7115 -1.7437 0.650 0.045 0.891
H -3.8220 -0.3422 -0.5627 -0.183 0.039 -0.295
H -4.1070 -0.8799 -2.2611 0.259 0.108 0.145
H -3.4949 0.7918 -1.9063 -0.087 -0.308 0.041
C -3.4809 -0.2616 -1.6033 0.407 0.464 0.913
H -2.2805 -3.0514 -0.7209 -0.066 -0.154 -0.296
H -2.9421 -2.8872 -2.3911 0.223 0.157 0.146
H -2.1121 -0.9695 -4.0697 0.108 0.046 0.218
H -0.3595 -1.0151 -3.6601 -0.191 0.059 -0.148
H -1.1797 -3.2249 -2.1192 -0.307 0.069 0.054
H -1.2477 0.5300 -3.5728 -0.054 -0.189 -0.159
C 1.1150 0.7153 -1.4898 2.179 1.371 -2.899
O 1.6910 1.0829 -2.4219 -1.761 -1.127 2.903
Cl -1.8343 -1.1296 2.0629 0.213 0.144 -0.370
Cl 4.7599 -0.5560 3.7470 -0.024 0.027 -0.073
C 3.4960 0.4711 3.2273 -0.307 0.012 -0.096
C 3.3665 1.7655 3.7589 -0.603 -0.113 -0.644
C 2.3225 2.5802 3.2926 0.155 0.112 0.335
C 1.4157 2.0764 2.3726 0.393 -0.407 0.055
N 1.5295 0.8076 1.9067 0.819 -0.156 0.206
C 2.5711 0.0026 2.2904 -0.387 1.408 0.451
H 4.0777 2.1097 4.5047 -0.131 0.009 -0.132
H 2.1888 3.6046 3.6621 0.169 -0.518 -0.151
H 0.5935 2.6842 1.9700 0.374 -0.305 0.327
H 2.6485 -0.9840 1.8382 -0.005 0.161 0.223

---

15
Properties=species:S:1:pos:R:3:forces:R:3 method="wB97M-V/def2-TZVPD" charge=0 smiles=C[C@]1(CC#N)CN1 e_tot_ev=-8290.9262 e_lumo_ev=0.82 orbital_gap_ev=9.66
C 0.9280 -0.5239 0.9571 1.049 -0.358 -0.747
C 0.3274 0.4667 -0.1638 -1.182 -1.323 1.839
C -0.3934 -0.1422 -1.3911 -0.004 -0.080 0.326
C 0.0902 -1.4708 -1.7782 0.301 -0.943 -0.151
N 0.4690 -2.5266 -2.0606 -0.339 1.008 0.241
C -0.6468 0.9175 0.9886 -1.367 0.983 -0.121
N -0.2052 1.8109 0.0106 0.393 0.503 -0.018
H 0.2525 -0.9559 1.7468 0.240 0.530 -0.919
H 1.2054 -1.3755 0.3631 0.870 -0.504 0.009
H 1.7652 -0.0851 1.4945 0.279 -0.124 -0.211
H -0.3272 0.5068 -2.2796 0.244 -0.040 0.521
H -1.4698 -0.2220 -1.1782 0.093 -0.096 -0.108
H -0.2702 1.0853 2.0058 -0.074 -0.337 -0.507
H -1.5649 0.3544 0.9384 -0.707 0.600 -0.172
H 0.4340 2.4970 0.3809 0.205 0.181 0.019

---

32
Properties=species:S:1:pos:R:3:forces:R:3 method="wB97M-V/def2-TZVPD" charge=+3 e_tot_ev=-58983.8682 e_lumo_ev="-14.11 / -13.31" orbital_gap_ev="3.30 / 3.92"
I 5.2029 0.9188 -2.4989 -0.882 -1.352 0.212
I 3.7286 -1.4656 -2.1432 0.608 1.259 -0.120
Sn 0.1255 -1.4692 -0.8428 -1.097 -0.833 -0.217
P -0.6399 -0.3600 -3.3847 -1.906 0.810 -2.998
C 0.5959 -0.0669 -4.6945 1.041 -0.308 0.351
C -1.9554 -1.3325 -4.1993 -0.240 -0.931 0.437
H -2.0781 1.3454 -2.3546 0.040 -0.083 -0.288
H -2.0164 1.4929 -4.1329 0.190 -0.266 0.088
H -0.6745 2.0995 -3.1203 -0.149 -0.317 -0.159
C -1.4182 1.2970 -3.2322 0.059 0.223 1.049
H -2.8279 -1.4160 -3.5280 0.347 0.024 -0.224
H -2.2738 -0.7958 -5.1109 0.297 -0.038 0.325
H 0.0772 -0.0181 -5.6674 -0.038 -0.061 0.431
H 1.3394 -0.8769 -4.7306 -0.237 0.151 -0.138
H -1.6255 -2.3548 -4.4771 -0.098 0.610 0.170
H 1.1482 0.8723 -4.5290 -0.301 -0.293 -0.021
C 1.0070 0.6183 -1.7995 3.703 4.242 1.329
O 1.6850 1.5500 -1.7584 -2.533 -2.975 -0.454
Cl -2.0335 -0.7229 -0.0129 0.879 -0.134 -0.523
N 0.7038 -0.7984 1.3424 -0.414 2.088 3.486
C 0.5123 -0.2656 2.3766 0.710 -1.619 -3.289
C 0.3373 0.1812 3.7132 -0.373 0.562 0.663
C -0.9548 0.4581 4.2564 -1.411 -0.200 1.406
C -1.1369 0.2323 5.6312 -0.888 0.539 -1.881
C -0.0210 -0.0401 6.4404 -0.775 -0.561 0.993
C 1.2726 -0.0625 5.9192 1.409 0.285 -1.378
C 1.4648 0.1581 4.5637 0.849 -0.384 1.282
H -1.8102 0.8031 3.6418 0.669 -0.634 0.238
H -2.1382 0.2540 6.0857 0.508 0.216 -0.351
H -0.1706 -0.2226 7.5087 0.043 0.169 -0.259
H 2.1072 -0.2650 6.5807 0.068 0.198 -0.120
H 2.4670 0.2521 4.1572 -0.077 -0.386 -0.041

---

10
Properties=species:S:1:pos:R:3:forces:R:3 method="wB97M-V/def2-TZVPD" charge=0 smiles=CN.O e_tot_ev=-4686.4105 e_lumo_ev=0.88 orbital_gap_ev=10.53
C 0.6207 0.6697 -1.0226 3.105 -2.234 2.310
H -2.1635 0.0803 1.7060 4.282 -3.285 1.761
H -0.8045 -0.4069 1.0541 0.235 -0.604 1.032
H 0.1900 -1.3360 -0.5830 -0.363 -1.079 -0.869
H 1.0437 -0.7746 0.6372 0.366 0.903 -0.584
H 0.9240 1.4694 -0.3256 0.808 -0.171 -0.931
H 1.2266 0.3748 -1.9152 0.326 0.749 1.050
H -0.2336 1.0247 -1.4176 -3.486 0.706 -1.099
N 0.3958 -0.5051 -0.1014 -0.307 1.165 -0.482
O -1.1991 -0.5963 1.9680 -4.965 3.851 -2.188

---

67
Properties=species:S:1:pos:R:3:forces:R:3 method="wB97M-V/def2-TZVPD" charge=-2 e_tot_ev=-68899.6333 e_lumo_ev=4.30 orbital_gap_ev=5.75
Bi 12.1750 11.4629 11.5433 -0.067 -2.551 0.581
C 6.5717 13.2960 13.9475 0.528 0.886 0.096
N 6.1704 12.2618 13.0488 -0.599 -1.578 -1.398
C 5.0734 12.5299 12.1187 0.483 -0.826 -0.789
C 6.6979 10.9720 12.9520 -0.929 -0.437 -0.080
O 6.2150 10.1218 12.1912 0.028 1.292 0.218
C 7.8154 10.5219 13.8536 1.655 0.002 1.320
O 9.0164 10.2696 13.1336 -0.090 1.055 0.286
C 9.1678 9.0104 12.5473 -1.417 -0.846 0.786
C 10.4195 8.9320 11.6543 1.097 -0.301 0.569
O 10.6641 9.9854 10.8477 -1.009 2.123 -0.762
N 10.2214 7.7688 10.8153 0.376 -2.613 -0.640
C 9.6259 7.8633 9.5034 0.265 1.123 0.464
C 10.4604 6.3995 11.2676 0.399 1.185 -0.062
H 6.5099 14.3089 13.4970 -0.336 -0.640 0.013
H 7.6106 13.1881 14.1550 0.852 -0.115 0.411
H 6.0499 13.2934 14.9088 -0.241 -0.022 -0.083
H 5.4415 12.6465 11.0475 -0.474 0.036 1.307
H 4.5040 13.3648 12.4617 -0.009 1.000 0.072
H 4.3489 11.7130 12.1310 0.281 -0.266 -0.164
H 7.5480 9.5719 14.3787 -0.372 0.651 -0.335
H 8.1029 11.2767 14.6329 -0.385 -0.679 -0.752
H 8.2003 8.7650 12.0322 1.004 0.135 -0.305
H 9.2460 8.2214 13.3638 0.174 0.633 -0.702
H 9.5719 8.9538 9.4312 -0.302 -0.081 -0.845
H 8.5897 7.4414 9.3725 0.713 0.010 0.293
H 10.2978 7.4854 8.6825 -0.471 0.057 0.605
H 9.5058 5.9030 11.4140 -0.383 -0.559 -0.025
H 10.9808 6.4108 12.2522 -0.046 -0.052 -0.896
H 11.0349 5.8670 10.4582 -0.261 0.136 0.862
O 10.8935 14.9446 9.0627 -0.071 -0.428 -0.679
C 11.3102 14.0908 9.8639 -0.853 -0.428 -0.183
N 11.2999 12.7634 9.7946 -0.351 -0.401 -0.832
C 10.8370 12.1307 8.5233 -1.551 1.657 1.492
C 11.9306 11.4103 7.8610 1.103 0.151 -2.269
C 12.2685 11.5956 6.4749 -1.203 -0.117 0.524
C 13.3380 10.8836 5.9333 -0.515 0.464 0.166
C 14.0845 10.0562 6.7718 -0.236 0.276 -0.565
C 13.7251 10.0051 8.0856 -0.907 0.333 -0.080
N 12.6772 10.6360 8.6060 0.482 -0.092 0.902
C 11.8401 14.6484 11.1401 1.343 0.823 -0.641
C 11.4255 15.9466 11.4446 -0.570 -0.603 0.262
C 12.0283 16.5504 12.5106 0.743 1.235 1.031
C 13.0553 15.8997 13.2169 0.272 -0.652 -1.013
C 13.4397 14.6132 12.7876 -1.455 0.420 0.638
N 12.8628 14.0197 11.7296 -0.766 0.867 0.524
H 10.3892 12.9420 7.9547 0.500 0.182 -0.700
H 9.9400 11.5173 8.7009 0.631 -0.477 0.377
H 11.5525 12.2265 5.8905 1.083 -0.516 0.317
H 13.5995 10.9895 4.8869 -0.082 -0.022 -0.018
H 14.8923 9.4313 6.4353 0.263 0.075 -0.270
H 14.2640 9.4120 8.7591 0.756 -0.864 0.985
H 10.6054 16.3840 10.8655 0.521 -0.165 0.286
H 11.7440 17.5795 12.8120 0.133 -0.740 -0.190
H 13.6212 16.3825 14.0079 -0.364 -0.102 0.097
H 13.9642 13.9250 13.4396 0.838 0.234 -0.288
O 11.1497 11.8576 17.8108 -0.529 -0.065 0.530
C 11.4110 12.0456 16.6504 0.840 0.740 -0.306
C 10.4861 12.4735 15.5085 1.790 -0.998 -0.343
O 9.3054 12.7985 15.5225 0.085 0.215 0.376
C 11.3577 12.2670 14.3456 -0.408 -0.213 -0.241
C 12.7124 11.8882 14.6454 0.477 1.124 -0.755
O 13.6201 11.7528 13.7614 -0.938 -0.140 0.644
C 12.8809 11.9163 16.1053 -2.746 -0.725 -0.538
O 13.8360 11.7024 16.7918 1.250 0.138 0.688
O 10.9107 12.3718 13.1270 0.303 0.107 -0.233
S 11.9941 8.8261 12.6858 -0.331 -0.051 0.263

---

31
Properties=species:S:1:pos:R:3:forces:R:3 method="wB97M-V/def2-TZVPD" charge=0 smiles="O=C1[C@@H]2C=Nc3ccccc3C2=NN1c1ccccc1" e_tot_ev=-23287.2284 e_lumo_ev=-0.34 orbital_gap_ev=8.04
O -2.7042 -0.7962 -1.0953 0.905 -0.574 -0.416
N -1.8890 2.7735 1.2281 -0.547 -0.871 -1.417
N 0.5237 -0.1819 0.0129 -0.192 0.958 0.952
C -1.6554 -0.5123 -0.5442 -2.406 0.232 -0.139
C -2.3339 1.7764 0.5309 0.050 1.499 1.073
C -0.1662 0.6361 0.7584 0.178 -1.412 -0.882
C 1.0283 -3.8517 -3.5419 -0.837 0.256 0.667
C 0.8851 3.6138 3.4905 -0.501 1.057 -0.178
C 1.8211 2.6470 3.2037 0.645 -0.211 -0.329
C -0.2670 -3.2748 -3.6356 1.849 -0.587 -0.088
C 1.8377 -3.4971 -2.4473 -1.638 1.043 -0.466
C -0.3372 3.6598 2.8223 0.006 -0.137 0.131
C 1.5457 1.6574 2.2488 0.187 1.061 0.908
C -0.7020 -2.3255 -2.7234 -1.398 0.056 -1.304
C 1.3311 -2.5180 -1.5398 0.580 -0.499 0.097
C -0.6356 2.6885 1.8725 -0.188 0.206 0.900
C 0.3067 1.6836 1.6307 0.237 -0.602 -0.254
C 0.0555 -1.9255 -1.6490 1.884 -0.869 -0.362
N -0.3709 -0.9464 -0.7313 -0.563 0.138 0.021
C -1.6552 0.4524 0.6065 2.059 0.486 -0.911
H -3.2882 1.9114 -0.0007 0.445 -0.241 0.211
H 1.3587 -4.5915 -4.2832 -0.122 0.418 0.373
H 1.1458 4.4457 4.1512 -0.149 -0.465 0.017
H 2.7900 2.7512 3.7016 -0.278 -0.458 -0.270
H -0.8694 -3.5408 -4.4968 -0.161 0.135 0.197
H 2.8255 -3.9432 -2.4022 -0.061 0.309 0.494
H -1.0859 4.4141 3.0517 0.206 -0.049 -0.147
H 2.2908 0.9146 2.0262 -0.060 -0.299 -0.158
H -1.6529 -1.8715 -2.9791 0.011 0.050 0.531
H 1.9475 -2.1915 -0.7121 0.093 -0.073 -0.010
H -2.0804 -0.0575 1.4464 -0.235 -0.558 0.759